1.
Below is a molecular structure, C25H15CeN6S2 at a distorted geometry, with properties calculated with wB97M-V/def2-TZVPD.

Cartesian coordinates (Å):
Ce1 1.50 -0.14 0.35
C1 -0.68 -1.73 5.22
C2 -0.30 -0.45 5.58
C3 0.02 0.50 4.62
C4 -0.03 0.15 3.27
C5 -0.46 -1.13 2.90
C6 -0.78 -2.06 3.87
N1 0.47 0.99 2.25
C7 -0.20 2.05 1.80
C8 -1.45 2.50 2.33
C9 -2.13 3.52 1.75
C10 -1.63 4.20 0.62
C11 -0.44 3.83 0.08
C12 0.31 2.76 0.63
N2 1.40 2.23 0.04
N3 1.78 2.71 -1.12
C13 2.69 1.98 -1.82
C14 3.10 2.48 -3.07
C15 3.99 1.75 -3.83
C16 4.47 0.54 -3.34
C17 4.00 0.09 -2.13
N4 3.12 0.76 -1.37
H1 -0.90 -2.47 5.97
H2 -0.23 -0.18 6.63
H3 0.34 1.49 4.91
H4 -0.56 -1.38 1.83
H5 -1.09 -3.05 3.57
H6 -1.85 1.97 3.19
H7 -3.08 3.83 2.16
H8 -2.22 4.98 0.16
H9 -0.04 4.29 -0.81
H10 2.69 3.42 -3.41
H11 4.30 2.10 -4.80
H12 5.18 -0.04 -3.90
H13 4.32 -0.88 -1.75
S1 -0.82 0.13 -0.91
C18 -1.14 -1.47 -1.54
C19 -2.40 -1.64 -2.12
C20 -2.80 -2.84 -2.69
C21 -4.07 -2.98 -3.27
N5 -5.09 -3.12 -3.77
C22 -1.91 -3.93 -2.67
C23 -0.65 -3.77 -2.11
C24 -0.24 -2.57 -1.53
S2 1.38 -2.60 -0.85
C25 -2.29 -5.18 -3.18
N6 -2.58 -6.23 -3.56
H14 -3.06 -0.79 -2.10
H15 0.04 -4.60 -2.11

## Properties
Multiplicity ... 2
E_HOMO (alpha / beta) ... -7.8 / -7.8 eV
Total charge ... 0
Energy ... -2561.7569 Ha

2.
Below is C3H6Cl2N2O2 in the gas phase at a distorted geometry, with properties calculated with wB97M-V/def2-TZVPD.

Cartesian coordinates (Å):
C1 2.12 0.41 -0.13
N1 0.79 1.03 -0.43
C2 -0.44 0.59 0.02
Cl1 -0.54 0.66 1.88
Cl2 -1.69 1.68 -0.67
C3 -0.78 -0.84 -0.30
N2 -2.08 -1.23 0.27
O1 -2.01 -1.96 1.27
O2 -3.03 -0.80 -0.27
H1 2.69 -0.21 -0.81
H2 2.84 1.35 0.22
H3 2.02 -0.10 0.79
H4 0.84 1.94 -0.70
H5 0.01 -1.60 0.23
H6 -0.73 -0.93 -1.36

## Properties
E_HOMO ... -10.0 eV
Total charge ... 0
Energy ... -1298.1435 Ha
SMILES string ... CNC(Cl)(Cl)C[N+](=O)[O-]
Energy above the lowest of the compared OMol25 structures with the same formula, charge and spin ... 94.1 kcal per mole

3.
Below is C24H24FN3O4S in the gas phase, with properties calculated with wB97M-V/def2-TZVPD.

Cartesian coordinates (Å):
C1 -0.94 -3.76 -0.64
O1 0.30 -4.00 -0.02
C2 1.29 -3.07 -0.15
C3 1.26 -1.98 -1.01
C4 2.33 -1.09 -1.06
C5 3.44 -1.27 -0.25
N1 4.54 -0.38 -0.18
C6 4.82 0.51 -1.29
C7 4.35 1.96 -1.00
N2 3.19 1.92 -0.14
C8 1.97 2.17 -0.70
O2 1.87 2.59 -1.84
C9 0.75 1.86 0.09
C10 0.52 2.25 1.41
C11 -0.65 1.89 2.05
C12 -1.63 1.16 1.38
N3 -2.81 0.79 2.02
S1 -3.71 -0.55 1.58
O3 -4.52 -0.83 2.73
O4 -2.87 -1.59 1.06
C13 -4.74 0.09 0.27
C14 -5.49 1.22 0.50
C15 -6.31 1.71 -0.50
C16 -6.36 1.07 -1.73
C17 -5.60 -0.06 -1.93
F1 -5.66 -0.69 -3.12
C18 -4.78 -0.58 -0.94
C19 -1.43 0.82 0.05
C20 -0.25 1.17 -0.58
C21 3.43 1.34 1.16
C22 4.61 0.34 1.07
C23 3.47 -2.39 0.59
C24 2.42 -3.27 0.64
H1 -1.42 -2.86 -0.24
H2 -0.84 -3.68 -1.73
H3 -1.56 -4.63 -0.40
H4 0.40 -1.79 -1.64
H5 2.26 -0.26 -1.73
H6 4.35 0.12 -2.19
H7 5.90 0.51 -1.46
H8 5.14 2.53 -0.51
H9 4.07 2.47 -1.92
H10 1.25 2.84 1.94
H11 -0.82 2.19 3.07
H12 -2.86 1.00 3.00
H13 -5.44 1.70 1.47
H14 -6.90 2.60 -0.33
H15 -6.99 1.44 -2.53
H16 -4.19 -1.46 -1.10
H17 -2.19 0.27 -0.49
H18 -0.10 0.92 -1.62
H19 3.66 2.13 1.89
H20 2.54 0.80 1.49
H21 4.55 -0.36 1.91
H22 5.57 0.86 1.12
H23 4.34 -2.56 1.20
H24 2.45 -4.14 1.28

## Properties
E_HOMO ... -7.6 eV
Total charge ... 0
Energy ... -1892.2232 Ha
SMILES string ... COc1ccc(N2CCN(C(=O)c3ccc(NS(=O)(=O)c4cccc(F)c4)cc3)CC2)cc1
Energy above the lowest of the compared OMol25 structures with the same formula, charge and spin ... 26.5 kcal per mole

4.
Below is 2 unconnected molecules or ions with the total composition C4H7NO2, with properties calculated with wB97M-V/def2-TZVPD.

Cartesian coordinates (Å):
O1 -0.29 2.20 0.09
C1 -0.50 1.32 -0.71
C2 -1.04 -0.04 -0.29
N1 -1.27 -0.17 1.15
C3 0.01 -0.88 1.36
C4 0.10 -1.07 -0.14
O2 0.72 -1.76 -0.90
H1 -0.31 1.46 -1.79
H2 -1.87 -0.34 -0.95
H3 -1.29 0.75 1.59
H4 0.83 -0.24 1.72
H5 -0.05 -1.78 1.98
H6 2.64 0.60 -1.46
H7 2.31 -0.04 -1.65

## Properties
E_HOMO ... -9.9 eV
Total charge ... 0
Energy ... -361.7655 Ha
SMILES string ... O=C[C@@H]1NCC1=O.[H][H]
Energy above the lowest of the compared OMol25 structures with the same formula, charge and spin ... 72.4 kcal per mole

5.
Below is C4H7N3 in the gas phase at a distorted geometry, with properties calculated with wB97M-V/def2-TZVPD.

Cartesian coordinates (Å):
C1 1.01 -1.67 0.66
N1 -0.08 -1.31 -0.23
N2 -0.31 0.07 -0.18
C2 -0.11 0.87 -1.30
C3 -0.47 2.15 -0.88
N3 -0.97 2.13 0.42
C4 -0.82 0.87 0.79
H1 1.96 -1.21 0.30
H2 0.86 -1.41 1.70
H3 1.10 -2.76 0.61
H4 -0.93 -1.78 0.03
H5 0.37 0.55 -2.22
H6 -0.47 3.04 -1.44
H7 -1.15 0.46 1.75

## Properties
E_HOMO ... -8.8 eV
Total charge ... 0
Energy ... -320.8387 Ha
SMILES string ... CNn1ccnc1
Energy above the lowest of the compared OMol25 structures with the same formula, charge and spin ... 28.0 kcal per mole

6.
Below is 2 unconnected molecules or ions with the total composition C5H4Cl2O2 at a distorted geometry, with properties calculated with wB97M-V/def2-TZVPD.

Cartesian coordinates (Å):
C1 -1.48 -2.03 -0.05
O1 -0.82 -0.87 -0.64
C2 0.42 -0.72 -0.47
C3 1.59 -0.82 -0.18
Cl1 3.22 -0.63 0.00
H1 -2.43 -2.15 -0.66
H2 -1.72 -1.70 1.03
H3 -0.73 -2.89 -0.19
O2 0.82 3.39 -1.42
C4 0.48 2.88 -0.45
C5 0.15 2.06 0.52
Cl2 1.45 1.59 1.61
H4 -0.96 1.89 0.89

## Properties
E_HOMO ... -8.8 eV
Total charge ... 0
Energy ... -1263.6014 Ha
SMILES string ... COC#CCl.O=C=CCl
Energy above the lowest of the compared OMol25 structures with the same formula, charge and spin ... 103.6 kcal per mole

7.
Below is 3 unconnected molecules or ions with the total composition C25H41N2O5PSSi at a distorted geometry, with properties calculated with wB97M-V/def2-TZVPD.

Cartesian coordinates (Å):
C1 11.12 1.68 0.18
C2 10.55 1.44 -1.24
C3 9.08 1.00 -1.24
C4 8.11 2.11 -1.66
C5 7.78 3.09 -0.53
C6 6.46 3.83 -0.80
C7 5.25 3.09 -0.21
C8 4.05 3.08 -1.15
C9 2.82 2.39 -0.54
C10 1.47 3.04 -0.92
C11 0.45 1.98 -1.36
C12 -1.00 2.38 -1.14
C13 -1.92 1.12 -1.36
Si1 -3.27 0.94 -0.08
O1 -3.68 2.34 0.68
P1 -5.09 0.09 -1.12
S1 -6.62 1.31 -0.85
H1 10.37 1.57 0.95
H2 11.59 2.66 0.24
H3 11.90 0.96 0.39
H4 11.16 0.70 -1.73
H5 10.65 2.37 -1.80
H6 9.00 0.22 -2.00
H7 8.81 0.53 -0.30
H8 7.19 1.65 -2.00
H9 8.59 2.67 -2.46
H10 7.79 2.64 0.46
H11 8.55 3.86 -0.53
H12 6.35 4.05 -1.86
H13 6.54 4.79 -0.29
H14 4.96 3.56 0.73
H15 5.55 2.07 0.01
H16 3.85 4.07 -1.54
H17 4.37 2.48 -2.00
H18 2.81 1.37 -0.90
H19 2.92 2.40 0.54
H20 1.58 3.76 -1.73
H21 1.10 3.58 -0.06
H22 0.60 1.81 -2.42
H23 0.63 1.07 -0.80
H24 -1.18 2.75 -0.14
H25 -1.34 3.11 -1.87
H26 -1.31 0.23 -1.41
H27 -2.39 1.21 -2.34
H28 -2.93 -0.04 0.97
H29 -4.51 2.71 0.32
H30 -4.80 0.04 -2.50
H31 -5.35 -1.22 -0.71
O2 -7.55 -4.68 2.22
N1 -8.63 -4.70 1.65
O3 -9.34 -5.68 1.58
C14 -9.09 -3.46 1.01
C15 -8.28 -2.34 1.05
C16 -8.72 -1.18 0.43
C17 -9.95 -1.16 -0.21
C18 -10.75 -2.30 -0.24
C19 -10.32 -3.46 0.38
H32 -7.33 -2.36 1.56
H33 -8.10 -0.28 0.44
H34 -10.28 -0.26 -0.70
H35 -11.71 -2.28 -0.74
H36 -10.94 -4.35 0.36
O4 -1.60 -2.29 0.16
N2 -2.66 -2.80 0.46
O5 -3.71 -2.55 -0.12
C20 -2.68 -3.75 1.58
C21 -1.50 -4.00 2.26
C22 -1.52 -4.88 3.32
C23 -2.71 -5.50 3.69
C24 -3.88 -5.24 3.00
C25 -3.87 -4.36 1.93
H37 -0.58 -3.52 1.96
H38 -0.61 -5.09 3.87
H39 -2.72 -6.18 4.53
H40 -4.80 -5.72 3.29
H41 -4.78 -4.15 1.39

## Properties
E_HOMO ... -8.5 eV
Total charge ... 0
Energy ... -2491.7980 Ha
SMILES string ... CCCCCCCCCCCCC[Si@@H](O)[PH2]=S.O=[N+]([O-])c1ccccc1.O=[N+]([O-])c1ccccc1
Energy above the lowest of the compared OMol25 structures with the same formula, charge and spin ... 11.3 kcal per mole

8.
Below is 2 unconnected molecules or ions with the total composition CH4IOPS at a distorted geometry, with properties calculated with wB97M-V/def2-TZVPD.

Cartesian coordinates (Å):
C1 0.68 -0.59 -0.83
O1 -0.41 1.63 0.15
P1 0.09 0.21 0.72
S1 1.02 0.34 2.43
I1 -2.74 -1.55 0.21
H1 0.49 -1.60 -0.94
H2 -0.07 -0.29 -1.49
H3 1.72 -0.37 -0.94
H4 -0.78 2.22 0.69

## Properties
E_HOMO (alpha / beta) ... -8.8 / -8.8 eV
Total charge ... 0
Energy ... -1152.9648 Ha
Energy above the lowest of the compared OMol25 structures with the same formula, charge and spin ... 45.7 kcal per mole

9.
Below is a molecular structure, Ca2H8N3O13 at a distorted geometry, with properties calculated with wB97M-V/def2-TZVPD.

Cartesian coordinates (Å):
Ca1 -0.99 -1.12 2.88
Ca2 3.02 2.19 0.96
N1 0.37 0.29 -0.14
O1 -0.09 -0.33 0.87
O2 1.59 0.59 -0.26
O3 -0.26 0.61 -1.03
N2 -3.77 0.65 0.99
O4 -3.55 1.81 0.61
O5 -4.93 0.24 1.21
O6 -2.76 0.03 1.28
N3 1.61 -3.45 2.18
O7 1.80 -3.59 1.03
O8 1.22 -2.37 2.61
O9 1.85 -4.32 2.92
O10 1.69 0.69 -3.31
H1 1.66 0.73 -2.36
H2 1.95 1.58 -3.58
O11 3.05 0.02 2.06
H3 2.71 -0.47 1.31
H4 2.92 -0.56 2.81
O12 -1.81 3.27 -1.40
H5 -1.22 3.39 -2.14
H6 -1.77 2.34 -1.21
O13 -1.66 -0.65 -3.07
H7 -1.43 -0.08 -2.34
H8 -1.20 -1.47 -2.89

## Properties
Multiplicity ... 2
E_HOMO (alpha / beta) ... -14.1 / -14.1 eV
Total charge ... +2
Energy ... -2501.3777 Ha

10.
Below is 2 unconnected molecules or ions with the total composition C5H15N2O at a distorted geometry, with properties calculated with wB97M-V/def2-TZVPD.

Cartesian coordinates (Å):
N1 3.20 0.58 -0.09
C1 1.95 -0.05 0.33
C2 2.08 -1.50 -0.15
C3 0.77 0.72 -0.23
N2 -0.49 0.00 0.09
C4 -1.61 0.95 -0.21
C5 -2.88 0.27 0.36
O1 -3.00 -0.97 -0.32
H1 1.90 -0.08 1.43
H2 3.54 1.29 0.55
H3 3.24 0.84 -1.07
H4 -0.30 0.59 2.33
H5 3.00 -1.92 0.23
H6 2.10 -1.54 -1.24
H7 1.24 -2.11 0.20
H8 0.75 1.71 0.23
H9 0.84 0.85 -1.31
H10 -0.56 0.04 1.19
H11 -1.50 1.97 0.15
H12 -1.75 0.88 -1.29
H13 -3.77 0.82 0.06
H14 -2.89 0.14 1.45
H15 -2.36 -1.57 0.06

## Properties
E_HOMO ... -13.1 eV
Total charge ... +1
Energy ... -383.7545 Ha
Energy above the lowest of the compared OMol25 structures with the same formula, charge and spin ... 186.1 kcal per mole

11.
Below is a molecular structure, C35H34ClHgNOSi2 at a distorted geometry, with properties calculated with wB97M-V/def2-TZVPD.

Cartesian coordinates (Å):
C1 -1.54 -0.65 5.15
C2 -2.06 -0.13 3.93
C3 -2.08 -1.19 2.98
H1 -2.37 0.90 3.75
C4 -1.57 -2.36 3.61
C5 -1.24 -2.03 4.95
H2 -0.86 -2.71 5.70
H3 -1.41 -0.09 6.08
H4 -2.41 -1.10 1.94
H5 -1.47 -3.33 3.13
Hg1 1.75 0.64 1.70
Si1 0.50 0.13 -0.52
C6 -0.58 1.71 -0.56
C7 -0.04 2.95 -0.94
H6 1.04 3.06 -1.03
C8 -0.85 4.03 -1.29
H7 -0.41 4.94 -1.68
C9 -2.23 3.92 -1.13
H8 -2.88 4.76 -1.41
C10 -2.78 2.76 -0.59
H9 -3.85 2.70 -0.40
C11 -1.96 1.66 -0.29
H10 -2.41 0.75 0.13
C12 -0.58 -1.40 -0.45
C13 -1.70 -1.55 -1.28
H11 -2.08 -0.69 -1.86
C14 -2.31 -2.80 -1.40
H12 -3.15 -2.92 -2.09
C15 -1.85 -3.88 -0.65
H13 -2.32 -4.86 -0.76
C16 -0.80 -3.71 0.25
H14 -0.45 -4.55 0.87
C17 -0.17 -2.47 0.37
H15 0.64 -2.32 1.09
H16 1.91 -0.50 -0.57
Si2 1.75 0.28 -2.46
C18 1.04 -1.40 -3.40
C19 0.48 -1.44 -4.68
H17 0.40 -0.53 -5.28
C20 0.06 -2.67 -5.21
H18 -0.41 -2.67 -6.19
C21 0.28 -3.86 -4.52
H19 -0.03 -4.81 -4.95
C22 0.95 -3.82 -3.30
H20 1.19 -4.74 -2.77
C23 1.36 -2.60 -2.76
H21 1.96 -2.58 -1.85
C24 0.80 1.42 -3.68
C25 -0.59 1.33 -3.81
H22 -1.14 0.52 -3.31
C26 -1.30 2.26 -4.56
H23 -2.39 2.21 -4.59
C27 -0.62 3.26 -5.26
H24 -1.18 3.98 -5.86
C28 0.77 3.31 -5.20
H25 1.32 4.07 -5.76
C29 1.49 2.38 -4.43
H26 2.58 2.42 -4.41
H27 2.99 -0.59 -2.42
Cl1 3.14 1.86 -1.72
O1 2.69 -1.25 3.47
C30 3.37 -0.42 4.43
C31 2.42 0.66 4.86
C32 2.29 1.02 6.19
C33 1.31 1.93 6.56
C34 0.44 2.40 5.58
C35 0.63 2.02 4.25
N1 1.65 1.20 3.90
H28 3.19 -2.08 3.39
H29 3.64 -1.02 5.30
H30 4.27 0.05 3.98
H31 2.99 0.55 6.89
H32 1.21 2.24 7.60
H33 -0.38 3.07 5.81
H34 -0.04 2.35 3.45

## Properties
E_HOMO (alpha / beta) ... -6.1 / -5.2 eV
Total charge ... 0
Energy ... -2676.4920 Ha
Energy above the lowest of the compared OMol25 structures with the same formula, charge and spin ... 112.4 kcal per mole

12.
Below is 3 unconnected molecules or ions with the total composition C2H11NO2 at a distorted geometry, with properties calculated with wB97M-V/def2-TZVPD.

Cartesian coordinates (Å):
C1 1.64 -0.49 1.22
C2 0.51 -1.17 0.42
N1 0.56 -1.02 -1.03
H1 2.45 -0.19 0.55
H2 1.28 0.43 1.67
H3 2.11 -1.16 1.94
H4 0.53 -2.24 0.61
H5 -0.44 -0.77 0.76
H6 0.97 -0.15 -1.36
H7 0.91 -1.83 -1.52
O1 -2.38 0.50 -0.24
H8 -2.17 0.07 0.58
H9 -2.31 -0.15 -0.97
O2 -0.83 2.75 -1.02
H10 -1.36 1.94 -0.80
H11 -1.47 3.48 -0.84

## Properties
E_HOMO ... -9.2 eV
Total charge ... 0
Energy ... -288.0142 Ha
SMILES string ... CCN.O.O
Energy above the lowest of the compared OMol25 structures with the same formula, charge and spin ... 15.2 kcal per mole